[1]
Here is 19 unconnected molecules or ions with the total composition C20H73ClF2O22S at a distorted geometry from OMol25. Energies are from the ωB97M-V functional and the def2-TZVPD basis.

Structure (ORCA input):
```
! RIJCOSX wB97M-V def2-TZVPD def2/J DEFGRID3
* xyz 0 1
O 2.92217 -5.00524 3.18518
C 1.77721 -5.00175 2.49536
O 1.08054 -6.17795 1.95104
C 1.88855 -6.85082 0.89837
F 2.51923 -8.12946 1.39822
Cl 0.66437 -7.19513 -0.50101
S 0.95003 -3.31473 2.24921
O 0.29202 -2.97209 3.63545
O 1.94210 -2.19598 1.82248
F -0.33832 -3.46695 1.11785
H 2.69505 -6.12374 0.40513
C -2.10781 -1.05332 -0.66439
O -1.70602 -2.39842 -0.84753
H -2.71587 -0.74476 -1.51802
H -2.69935 -0.97008 0.25065
H -1.22409 -0.41376 -0.59907
H -1.16861 -2.64390 -0.07521
C 3.72603 1.29524 0.69277
O 3.19278 0.08775 0.18101
H 3.83838 2.00938 -0.12639
H 3.04488 1.70707 1.44148
H 4.70360 1.10173 1.14129
H 3.10441 -0.52586 0.93015
C -0.11275 2.98050 -1.32559
O 0.28904 1.63540 -1.50873
H -0.72081 3.28906 -2.17923
H -0.70429 3.06374 -0.41055
H 0.77096 3.62006 -1.26028
H 0.82644 1.38992 -0.73641
C -5.25330 -2.98661 -0.07674
O -4.92409 -2.79795 -1.44067
H -6.28344 -2.66222 0.08829
H -5.16170 -4.04528 0.17814
H -4.58175 -2.39132 0.54687
H -4.00525 -3.09431 -1.55658
C -4.04366 -1.21735 -4.91776
O -5.31450 -1.82009 -4.75662
H -4.00261 -0.73062 -5.89502
H -3.89150 -0.47066 -4.13453
H -3.26628 -1.98338 -4.86166
H -5.32110 -2.24355 -3.88130
C 5.91881 -8.17449 -0.32763
O 4.75028 -7.39700 -0.14234
H 6.53550 -7.71033 -1.10086
H 6.48183 -8.21650 0.60799
H 5.64033 -9.18298 -0.64329
H 4.22340 -7.83311 0.54886
C 0.22743 6.34103 0.18772
O 0.52838 5.96050 -1.14229
H -0.51614 5.65184 0.59485
H 1.13473 6.29512 0.79504
H -0.17740 7.35608 0.19454
H 1.19014 6.58957 -1.47679
C 6.13948 -3.01022 1.66022
O 5.69963 -3.63992 2.84946
H 7.19874 -2.76207 1.76042
H 6.00511 -3.69032 0.81550
H 5.56646 -2.09382 1.49864
H 4.75723 -3.84814 2.73093
C 4.10175 8.66801 -1.50803
O 3.02953 7.76249 -1.69415
H 3.70271 9.62554 -1.16519
H 4.78837 8.27160 -0.75600
H 4.62642 8.81266 -2.45569
H 3.41410 6.92270 -1.99811
C 3.01108 -0.17031 4.56838
O 2.53691 0.31206 3.32469
H 3.98107 0.28577 4.77991
H 2.30470 0.09824 5.35772
H 3.12419 -1.25618 4.51994
H 1.67560 -0.10973 3.16410
C 0.74408 10.34565 -0.58420
O 1.60284 9.42975 0.06997
H 0.57226 11.20228 0.07178
H 1.21188 10.68713 -1.51086
H -0.21001 9.85965 -0.80275
H 1.73693 8.68100 -0.53578
C -1.58090 9.88085 2.74767
O -1.25169 10.06951 1.38374
H -2.61103 10.20525 2.91270
H -1.48930 8.82218 3.00256
H -0.90935 10.47615 3.37128
H -0.33285 9.77316 1.26783
C 5.76609 -5.59524 5.96923
O 4.93015 -6.73437 6.05787
H 6.23275 -5.42045 6.94151
H 6.54292 -5.76951 5.22070
H 5.16770 -4.72363 5.69270
H 4.53032 -6.86443 5.18108
C -5.36852 2.76688 -5.08276
O -6.44075 1.86135 -5.26887
H -5.76757 3.72440 -4.73991
H -4.68190 2.37047 -4.33073
H -4.84385 2.91152 -6.03041
H -6.05617 1.02156 -5.57284
C -6.27851 -5.11419 3.23636
O -6.75267 -4.63182 1.99267
H -5.30851 -4.65811 3.44789
H -6.98488 -4.84563 4.02570
H -6.16539 -6.20005 3.18792
H -7.61398 -5.05361 1.83208
C -3.20703 2.07836 1.60340
O -2.48888 0.87080 1.77762
H -3.28827 2.29246 0.53513
H -4.20803 1.97274 2.02880
H -2.67407 2.89481 2.09697
H -2.43295 0.70701 2.73449
C -7.25336 6.49400 -6.35293
O -6.15168 5.73713 -6.81954
H -7.01943 7.55705 -6.44695
H -8.13622 6.26286 -6.95398
H -7.44165 6.25600 -5.30309
H -6.38843 4.79887 -6.72384
C 3.66359 -11.22382 -2.18714
O 2.49506 -10.44633 -2.00186
H 4.28029 -10.75966 -2.96037
H 4.22662 -11.26583 -1.25153
H 3.38512 -12.23232 -2.50280
H 1.96819 -10.88244 -1.31066
*
```

The value obtained for the LUMO energy is -0.1229 hartree. For the orbital gap, the calculation gives 6.229 eV. Its HOMO energy is -9.57 eV.

=====

[2]
Here is a molecular structure, C52H47N9O2STi at a distorted geometry from OMol25. Energies are from the ωB97M-V functional and the def2-TZVPD basis.

Structure (ORCA input):
```
! RIJCOSX wB97M-V def2-TZVPD def2/J DEFGRID3
* xyz 1 2
Ti -0.14376 0.17103 -0.03472
O -1.06444 5.33522 -1.32999
C -1.31981 5.29669 -0.00947
C -1.88021 6.43749 0.56283
C -2.13671 6.48014 1.91713
C -1.84519 5.38817 2.73943
C -1.32373 4.24697 2.17036
C -1.06613 4.17330 0.79750
C -0.53174 2.93089 0.23295
O -0.61854 1.82701 0.89177
N 0.09834 2.98306 -0.91700
N 0.66824 1.74323 -1.15283
C 1.61218 1.72511 -2.01020
C 2.41036 0.50410 -2.13579
C 3.41141 0.40485 -3.08272
C 4.17344 -0.75135 -3.13064
C 3.90800 -1.75548 -2.21920
C 2.88626 -1.56480 -1.29988
N 2.13899 -0.46495 -1.25360
H -0.53756 4.54113 -1.55985
H -2.08925 7.28344 -0.08046
H -2.56514 7.37868 2.34640
H -2.03014 5.43705 3.80500
H -1.10153 3.38047 2.78095
H 1.86137 2.62502 -2.56250
H 3.58641 1.22730 -3.76556
H 4.96464 -0.86052 -3.86181
H 4.48312 -2.67174 -2.20373
H 2.66962 -2.32539 -0.55781
C -2.23202 -3.33072 2.37504
C -3.17518 -2.16051 2.29997
C -4.54025 -2.43620 2.29304
C -5.48194 -1.42527 2.25530
C -5.05036 -0.11022 2.26941
C -3.69753 0.21110 2.27511
C -3.29095 1.65612 2.33507
C -2.76090 -0.82702 2.24553
N -1.34045 -0.48513 2.08881
C -0.65196 -0.26211 3.13165
C -1.15388 -0.39485 4.54212
C 0.82169 0.15844 2.97916
C 1.55004 0.54589 4.23181
N 1.34502 0.17746 1.82169
C 2.76343 0.49999 1.65511
C 3.73563 -0.50115 1.78636
C 3.54396 -1.80581 2.53336
C 5.01128 -0.24778 1.28843
C 5.34334 0.97490 0.73237
C 4.41923 2.00509 0.79393
C 3.13731 1.79998 1.29444
C 2.28531 3.01058 1.59370
H -2.73902 -4.18588 2.82223
H -1.35060 -3.11229 2.97089
H -1.88959 -3.64088 1.38179
H -4.85719 -3.47388 2.32781
H -6.54083 -1.65688 2.23368
H -5.77273 0.69914 2.26833
H -4.14580 2.30287 2.13478
H -2.51257 1.87890 1.61528
H -2.91054 1.91552 3.33244
H -2.20322 -0.66741 4.56172
H -1.01901 0.53837 5.09480
H -0.58152 -1.16478 5.06929
H 1.04715 1.39729 4.69944
H 2.57767 0.82217 4.01704
H 1.54352 -0.26720 4.96229
H 3.57164 -2.67531 1.87256
H 2.61435 -1.84279 3.09948
H 4.36271 -1.91258 3.24766
H 5.76006 -1.03091 1.36608
H 6.33476 1.14406 0.32784
H 4.69843 3.00875 0.48915
H 2.76975 3.57640 2.39541
H 1.29155 2.74883 1.94078
H 2.19234 3.68068 0.73790
N 0.14381 -4.06625 -1.31319
C 0.44545 -4.96945 -0.26312
C 0.40397 -6.33193 -0.48600
C 0.71946 -7.21042 0.54403
C 1.05823 -6.72018 1.79394
C 1.07860 -5.34480 2.01527
C 0.78594 -4.47173 0.98127
S 0.87992 -2.73546 1.26018
N 0.07342 -2.06267 -0.09270
C -0.10354 -2.75179 -1.16121
C -0.56874 -2.01835 -2.37718
C -1.13263 -2.64952 -3.46567
C -1.53097 -1.87928 -4.54874
C -1.34401 -0.51439 -4.49236
C -0.79462 0.03165 -3.34507
N -0.41614 -0.70409 -2.30564
H -0.00527 -4.46256 -2.22281
H 0.12685 -6.71355 -1.46476
H 0.69271 -8.27767 0.36276
H 1.30048 -7.40036 2.60077
H 1.33163 -4.95155 2.99559
H -1.31025 -3.71674 -3.47300
H -1.99293 -2.34201 -5.41129
H -1.64315 0.13156 -5.30674
H -0.69058 1.10287 -3.23751
N -7.49998 0.16528 -2.07534
C -6.38390 0.19565 -1.79469
C -4.97786 0.21896 -1.43816
C -4.25511 1.40614 -1.46444
C -2.91341 1.41061 -1.09801
C -2.22153 0.25907 -0.69134
C -3.00007 -0.91281 -0.69675
C -4.33599 -0.95421 -1.05361
H -4.74607 2.32535 -1.76214
H -2.41390 2.37040 -1.14871
H -2.55680 -1.85476 -0.38501
H -4.89292 -1.88363 -1.01937
*
```

The value obtained for the LUMO energy (alpha / beta) is -0.1129 / -0.1173 hartree. Its expectation value of S² is 0.763. The energy above the lowest of the compared OMol25 structures with the same formula, charge and spin comes out at 0.00 kcal per mole. For the orbital gap (alpha / beta), the calculation gives 6.720 / 7.177 eV. Its HOMO energy (alpha / beta) is -9.79 / -10.37 eV.

=====

[3]
Here is a molecular structure, C51H40AsClIN6OPSSn at a distorted geometry from OMol25. Energies are from the ωB97M-V functional and the def2-TZVPD basis.

Structure (ORCA input):
```
! RIJCOSX wB97M-V def2-TZVPD def2/J DEFGRID3
* xyz 0 1
Sn -0.20617 -0.21427 1.90975
S -0.78412 1.64951 3.56362
C -2.24996 2.57603 3.21678
C -3.06846 2.90140 4.29707
C -4.18271 3.69661 4.12667
C -4.48295 4.21050 2.87455
C -3.68095 3.88073 1.79897
C -2.57239 3.05255 1.94155
As -1.69428 2.33002 0.34761
C -3.21255 1.23776 -0.20296
C -3.06898 0.52672 -1.52689
C -4.24435 -0.42714 -1.88769
C -5.35239 -0.53438 -0.88735
C -5.31382 0.08552 0.28760
C -4.22596 0.96780 0.62777
C -1.95653 3.86945 -0.85228
C -0.95777 4.83839 -0.87263
C -1.07628 5.96592 -1.66381
C -2.19495 6.13293 -2.46428
C -3.19052 5.17047 -2.46621
C -3.07213 4.04915 -1.66155
H -2.82030 2.50087 5.26839
H -4.82206 3.91482 4.96913
H -5.34838 4.84199 2.73365
H -3.93416 4.25490 0.81295
H -2.92368 1.26886 -2.32469
H -4.68146 -0.11671 -2.84848
H -6.17566 -1.17885 -1.16726
H -6.10835 -0.03401 1.00963
H -4.26931 1.42439 1.60610
H -0.08328 4.70700 -0.24218
H -0.29901 6.71773 -1.65856
H -2.29001 7.01446 -3.08112
H -4.06573 5.29595 -3.09028
H -3.86472 3.30834 -1.64893
Cl -3.15751 -4.91191 -2.40117
C -2.84920 -3.97775 -0.97263
C -2.73858 -4.58210 0.23026
C -2.42850 -3.84727 1.40268
I -2.03543 -4.85761 3.20364
C -2.19704 -2.49744 1.41276
O -1.77586 -1.83242 2.42861
C -2.28565 -1.85658 0.12427
N -1.67331 -0.74293 -0.06700
C -1.80142 -0.37698 -1.46291
C -2.13874 -1.66667 -2.21621
C -3.60596 -1.78405 -2.14383
C -2.74713 -2.52564 -1.10015
H -2.85249 -5.65319 0.30701
H -0.89038 0.12966 -1.79151
H -1.51777 -2.06282 -3.00133
H -4.14450 -2.44833 -2.80944
N 1.59027 2.02438 -0.29058
C 2.63041 1.75501 -1.14667
C 3.30203 2.80478 -1.78282
C 4.30437 2.55707 -2.69602
C 4.67547 1.25206 -2.98860
C 4.03105 0.20381 -2.35996
C 3.00159 0.43359 -1.45168
P 2.11370 -0.97282 -0.66449
C 1.41463 -1.80862 -2.14044
C 0.81575 -3.04979 -1.92938
C 0.33791 -3.78645 -2.99711
C 0.42575 -3.27727 -4.28500
C 0.96771 -2.01966 -4.49354
C 1.45369 -1.28245 -3.42690
C 3.57384 -2.05535 -0.38272
C 3.91306 -3.16819 -1.14371
C 5.04779 -3.90207 -0.84235
C 5.85007 -3.54264 0.22671
C 5.51550 -2.43749 0.99363
C 4.39082 -1.69724 0.68584
H 1.42316 1.31577 0.41541
H 1.56620 2.96403 0.07743
H 3.01051 3.81926 -1.54667
H 4.80444 3.38363 -3.17949
H 5.45667 1.05535 -3.70739
H 4.32183 -0.81441 -2.58367
H 0.73734 -3.43487 -0.91991
H -0.10720 -4.75531 -2.83223
H 0.05641 -3.85086 -5.12148
H 1.02482 -1.61219 -5.49293
H 1.87719 -0.30351 -3.60173
H 3.29814 -3.46686 -1.98072
H 5.31148 -4.75462 -1.45267
H 6.73398 -4.11748 0.46037
H 6.14149 -2.14989 1.82781
H 4.12579 -0.82627 1.26943
N 3.32098 0.39042 4.75714
C 3.27201 1.74145 4.56347
C 2.62526 1.92699 3.37717
N 2.28090 0.72954 2.84816
C 2.69592 -0.18714 3.69966
C 2.52490 -1.58651 3.45770
N 1.76392 -2.04536 2.48489
C 1.88092 -3.39085 2.50018
C 2.73409 -3.76722 3.49566
N 3.13761 -2.61201 4.10196
H 3.69333 -0.06355 5.57308
H 3.68716 2.43758 5.26229
H 2.37402 2.84025 2.87827
H 1.35064 -3.99826 1.79541
H 3.06980 -4.73154 3.81478
H 3.76469 -2.55764 4.88676
*
```

The value obtained for the LUMO energy is 0.0006 hartree. The energy above the lowest of the compared OMol25 structures with the same formula, charge and spin comes out at 77.14 kcal per mole. For the orbital gap, the calculation gives 6.492 eV. Its HOMO energy is -6.47 eV.